# 1
Entry from OMol25: a molecular structure, C24H42AsF6HfN6 at a distorted geometry (ωB97M-V/def2-TZVPD).

```
80
Properties=species:S:1:pos:R:3:mulliken_charge:R:1
Hf 8.11554 17.92244 15.41874 1.871
As 4.81591 17.61798 12.69571 1.756
F 5.99449 18.03505 11.54054 -0.314
F 4.52581 19.33305 13.05661 -0.529
F 3.65089 17.19813 13.97599 -0.484
F 5.17974 15.89471 12.50941 -0.436
F 6.20540 17.69324 13.91764 -0.003
F 3.44602 17.61911 11.57307 -0.462
C 6.65977 22.19556 11.29707 -0.633
C 6.62682 23.06010 12.57958 -0.815
C 5.97926 22.33911 13.78995 -0.475
C 6.69910 21.07555 14.09382 0.292
N 7.25107 20.09864 14.37136 -0.163
H 7.14819 21.24574 11.51479 0.039
H 7.03904 22.66274 10.38823 0.429
H 5.61684 21.98752 11.05809 0.204
H 6.10813 24.00665 12.42752 0.380
H 7.63368 23.37773 12.85060 0.360
H 4.93016 22.22335 13.51776 0.272
H 5.90940 22.93551 14.69964 0.489
C 5.44018 13.74756 18.95974 -1.093
C 5.02064 13.05397 17.62404 -0.540
C 4.54611 13.96125 16.43525 -0.285
C 5.49092 15.10299 16.09700 -0.125
N 6.20139 15.97661 15.94720 0.176
H 5.92079 13.03243 19.62735 0.361
H 4.54462 14.06606 19.49325 0.310
H 6.13096 14.57269 18.78626 0.276
H 4.13132 12.45006 17.80431 0.346
H 5.91040 12.49167 17.34073 0.323
H 3.59602 14.39299 16.74996 0.261
H 4.37008 13.27378 15.60791 0.333
C 1.28896 19.11728 7.66008 -1.192
C 2.17928 18.57484 8.88077 -0.789
C 3.26935 19.56034 9.24665 0.985
C 3.95835 20.23107 8.11208 0.075
N 4.45042 20.82940 7.24777 -0.491
H 0.60842 18.28721 7.47048 0.380
H 1.98651 19.43543 6.88529 0.335
H 0.78855 20.04405 7.94078 0.329
H 2.57447 17.60333 8.58395 0.372
H 1.58753 18.22921 9.72840 0.363
H 3.96136 18.99436 9.87025 -0.599
H 2.87172 20.36712 9.86236 0.269
C 7.70681 14.90546 10.36318 -0.902
C 7.95490 13.54048 11.12199 -0.797
C 7.27240 13.53118 12.51527 -0.389
C 7.60640 14.81212 13.20043 0.113
N 7.97187 15.78141 13.74826 -0.151
H 8.26766 15.72247 10.81709 0.172
H 6.63383 15.06644 10.25869 0.267
H 8.17006 14.81870 9.38035 0.488
H 9.03617 13.54622 11.25956 0.357
H 7.60258 12.67530 10.56036 0.379
H 7.73844 12.71784 13.07148 0.401
H 6.18910 13.41119 12.50296 0.311
C 7.48897 18.12746 8.76703 -0.625
C 8.95332 18.05991 8.84724 -0.490
C 9.69242 18.80273 9.99723 -0.588
C 9.10796 18.46406 11.35584 0.012
N 8.69550 18.17350 12.41478 -0.006
H 6.97204 17.57751 9.55344 -0.201
H 7.15255 17.66040 7.84141 0.393
H 7.05092 19.10967 8.94442 0.344
H 9.35799 18.46618 7.92027 0.386
H 9.24275 17.01142 8.77638 0.250
H 9.63313 19.87470 9.80889 0.362
H 10.75851 18.63511 10.15040 0.419
C 2.06686 17.60377 16.62212 -0.703
C 2.46561 18.82197 17.42550 -0.684
C 3.46214 19.67870 16.68725 -0.585
C 4.71693 19.13267 16.53457 0.370
N 5.79760 18.64790 16.42705 -0.255
H 2.79279 16.79377 16.69301 -0.005
H 2.06020 17.80001 15.54995 0.212
H 1.07028 17.26119 16.90062 0.427
H 3.00063 18.67813 18.36420 0.416
H 1.57133 19.36459 17.73200 0.329
H 3.66553 20.65576 17.12554 0.524
H 3.11912 20.04541 15.71980 0.288
```

**HOMO-LUMO gap**: 1.7 eV
**Maximum force**: 0.22610 hartree/bohr
**Lowest unoccupied orbital energy**: -0.52700 Ha
**HOMO**: -16.08 eV
**Total charge**: +3

# 2
Entry from OMol25: a molecular structure, C24H42CeNP3S at a distorted geometry (ωB97M-V/def2-TZVPD).

```
72
Properties=species:S:1:pos:R:3:lowdin_spin:R:1
Ce -1.42872 0.97974 -0.32399 1.044
P 0.96790 -1.67963 -0.98672 -0.001
P 0.73579 0.04378 2.16011 -0.002
P 3.14703 2.01032 -0.91710 0.000
H -2.34084 3.08782 -4.50884 0.000
C -1.35783 2.97714 -3.93861 -0.003
C -0.62856 1.66373 -4.25848 0.000
H -1.27520 0.81419 -4.53925 0.000
C -0.18028 -3.11110 -1.21445 0.000
C 2.11189 -2.50099 0.21098 0.000
C 1.96568 -1.92052 -2.51836 0.000
C 0.10544 1.47460 3.12468 0.000
C -0.11539 -1.32489 3.05618 0.000
C 2.38232 -0.14445 3.00820 -0.001
C 3.77140 2.81867 -2.38714 0.000
C 4.11505 0.66711 -0.22529 0.000
C 2.62056 3.15921 0.34248 0.000
H -0.72762 3.89804 -3.98849 0.000
H 0.15697 1.74973 -4.99222 0.000
H -1.03071 -2.78641 -1.82621 0.000
H -0.56359 -3.45049 -0.24316 0.000
H 0.35230 -3.92786 -1.72409 0.000
H 1.62496 -2.60377 1.18628 0.000
H 3.01237 -1.88864 0.34871 0.000
H 2.38226 -3.49880 -0.16426 0.000
H 1.48812 -1.37347 -3.33966 0.000
H 2.01365 -2.99391 -2.75770 0.000
H 2.97702 -1.51775 -2.39379 0.000
H 0.59124 1.49187 4.10627 0.000
H -0.97914 1.39182 3.25736 0.000
H 0.32782 2.40705 2.59103 0.000
H 0.33425 -1.47041 4.04689 0.000
H -0.05379 -2.25764 2.48465 0.000
H -1.17722 -1.09095 3.17130 0.000
H 2.20083 -0.27090 4.08728 0.000
H 3.00914 0.74309 2.84325 0.000
H 2.91109 -1.03461 2.63419 0.000
H 4.64275 3.41259 -2.11918 0.000
H 2.94590 3.38928 -2.82319 0.000
H 4.03739 2.04602 -3.10684 0.000
H 5.13917 0.95830 -0.15468 0.000
H 4.02810 -0.22539 -0.84807 0.000
H 3.77235 0.38318 0.76520 0.000
H 3.20851 4.06538 0.25851 0.000
H 2.67222 2.74314 1.35656 0.000
H 1.58596 3.46739 0.16519 0.000
C -1.15130 2.71976 -2.22776 -0.001
C -0.94163 3.63420 -1.09044 -0.012
C -2.02829 4.34280 -0.55835 -0.006
C -3.35043 3.95134 -0.83282 -0.013
C -3.55772 2.69467 -1.42856 -0.001
C -2.48945 2.08132 -2.11700 0.000
S 0.29305 1.55155 -2.70760 -0.003
H 2.05481 1.36862 -1.47740 0.000
H 0.07496 3.96957 -0.88849 0.000
H -1.89069 5.27838 0.02428 0.000
H -4.16363 4.61197 -0.59385 -0.001
H -4.53860 2.25227 -1.48984 0.000
H -2.62620 1.24871 -2.82229 0.000
N -2.57760 -1.06994 0.08634 -0.003
C -2.78881 -2.04250 0.70939 0.001
C -3.04678 -3.11326 1.55384 0.000
C -3.34402 -2.80474 2.90695 0.000
C -3.48394 -3.86726 3.78402 0.000
C -3.39393 -5.18497 3.34849 0.000
C -3.12091 -5.44451 2.00970 0.000
C -2.94984 -4.42496 1.07268 0.000
H -3.42307 -1.75408 3.25574 0.000
H -3.69309 -3.65101 4.81964 0.000
H -3.54933 -6.00833 4.05788 0.000
H -3.06307 -6.47212 1.67033 0.000
H -2.72899 -4.63811 0.02957 0.000
```

**HOMO-LUMO gap (spin up / spin down)**: 5.9 / 5.9 eV
**Maximum force**: 0.07696 hartree/bohr
**Lowest unoccupied orbital energy (spin up / spin down)**: -0.33453 / -0.33271 Ha
**HOMO (spin up / spin down)**: -15.00 / -14.99 eV
**2S+1**: 2
**Total charge**: +3

# 3
Entry from OMol25: a molecular structure, C24H42Cl2NOPbSi3Te at a distorted geometry (ωB97M-V/def2-TZVPD).

```
75
Properties=species:S:1:pos:R:3:mulliken_charge:R:1
Pb -0.45017 1.51577 0.91270 0.845
C -3.59502 1.34212 0.45495 -0.945
Si -3.57157 0.44083 2.11401 -0.067
C -4.37673 -1.24781 1.96895 -0.983
C -4.24248 1.50208 3.50564 -1.041
N -1.77709 0.19905 2.29020 0.232
C -1.20312 -0.50799 3.25584 0.757
C -1.90878 -1.00597 4.40193 -0.270
C -1.29308 -1.77862 5.33474 -1.123
C 0.07990 -2.08509 5.20610 -0.672
C 0.82017 -1.61247 4.13154 -0.775
C 0.21052 -0.82870 3.17590 0.581
O 0.87113 -0.30074 2.10648 0.148
C 2.24610 -0.64938 1.93391 -0.200
C 2.55013 -1.88410 1.38645 0.088
C 3.88496 -2.22467 1.22093 -0.923
C 4.88210 -1.33493 1.59971 -0.591
C 4.54994 -0.10836 2.15936 -0.833
C 3.21874 0.24689 2.33172 -0.024
H -4.62233 1.59975 0.18757 0.499
H -3.20735 0.72558 -0.36383 0.157
H -3.05662 2.29883 0.47426 0.181
H -5.44633 -1.10347 1.79943 0.420
H -4.26517 -1.84658 2.87259 0.395
H -3.97993 -1.82091 1.12935 0.310
H -5.16572 1.97962 3.16989 0.413
H -3.54850 2.28926 3.80640 0.390
H -4.49175 0.91530 4.39055 0.384
H -2.94842 -0.73673 4.52163 0.313
H -1.84513 -2.14843 6.18812 0.473
H 0.57019 -2.68006 5.96542 0.469
H 1.87279 -1.84479 4.05457 0.542
H 1.75893 -2.58450 1.14355 0.583
H 4.14211 -3.18965 0.80495 0.478
H 5.92227 -1.60276 1.47136 0.489
H 5.32925 0.56792 2.48442 0.497
H 2.94738 1.18871 2.79542 0.526
Cl -1.29867 4.32350 -0.06672 -0.068
C -0.49928 5.29389 1.19176 -0.402
Cl 0.12686 4.24529 2.48242 -0.095
H -1.23163 5.97178 1.61424 0.400
H 0.32995 5.82458 0.73933 0.369
C -1.21727 -3.76869 -2.90826 -1.006
Si -1.24457 -2.16396 -3.87937 0.269
C -2.71986 -1.86904 -4.99663 -1.053
C 0.38621 -1.88227 -4.76843 -1.020
C -1.60650 -0.80901 -2.44241 -0.733
Te 0.16638 -0.44046 -1.37045 0.239
C 0.85351 1.05710 -2.72039 -0.700
Si 2.64734 1.70810 -2.39912 -0.004
C 3.74379 0.18871 -2.32401 -0.814
C 2.54464 2.55398 -0.70480 -0.203
C 3.05291 2.90329 -3.77071 -1.054
H -0.87012 -4.58327 -3.54725 0.387
H -2.21381 -4.04036 -2.55542 0.333
H -0.54753 -3.72228 -2.04566 0.328
H -2.71708 -2.63501 -5.77668 0.372
H -2.67358 -0.89501 -5.48473 0.349
H -3.66295 -1.94690 -4.45425 0.362
H 0.52756 -2.71158 -5.46596 0.433
H 1.25301 -1.88154 -4.10111 0.319
H 0.39398 -0.97058 -5.36886 0.331
H -2.36030 -1.25992 -1.79703 0.372
H -1.97257 0.11882 -2.88159 0.552
H 0.11109 1.85793 -2.71220 0.618
H 0.81623 0.57322 -3.69924 0.149
H 3.33379 -0.58542 -1.66997 0.187
H 4.73721 0.44250 -1.94976 0.373
H 3.87991 -0.24356 -3.31797 0.371
H 2.36869 1.82193 0.09366 -0.399
H 1.76419 3.32127 -0.68439 0.166
H 3.48731 3.05118 -0.46662 0.462
H 3.06559 2.40559 -4.74194 0.363
H 4.04414 3.33331 -3.61161 0.361
H 2.34009 3.72790 -3.82457 0.363
```

**HOMO-LUMO gap (spin up / spin down)**: 4.4 / 6.5 eV
**Maximum force**: 0.02350 hartree/bohr
**Lowest unoccupied orbital energy (spin up / spin down)**: -0.45302 / -0.39666 Ha
**HOMO (spin up / spin down)**: -16.72 / -17.32 eV
**Total charge**: +3

ΔE to the lowest compared entry with this formula, charge and spin, respectively: 46.25; 52.51; 0.69 kcal per mole.